Record 1
99
Properties=species:S:1:pos:R:3 method="wB97M-V/def2-TZVPD" orbital_gap_ha=0.205 total_energy_ha=-5236.14292 fmax_ev_per_a=2.68
N -5.495 -1.057 2.999
C -4.512 -0.274 3.457
C -3.821 0.605 2.650
C -4.194 0.726 1.283
C -5.211 -0.148 0.800
C -5.813 -1.034 1.682
C -3.423 1.484 0.358
Pd -0.432 0.501 -3.192
P 1.678 0.528 -2.179
C -3.470 1.402 -1.020
C -2.658 2.163 -1.919
C -2.563 1.729 -3.298
C -1.532 2.260 -4.110
C -0.585 3.075 -3.448
C -0.758 3.643 -2.208
C -1.829 3.176 -1.435
Br 1.021 3.585 -4.522
H -2.596 2.020 0.785
H -3.871 0.481 -1.385
H -3.024 1.247 3.040
H -5.522 -0.120 -0.243
H -4.294 -0.337 4.550
H -6.607 -1.715 1.393
H -3.526 1.521 -3.753
H -2.215 3.731 -0.621
H -1.460 2.181 -5.207
H -0.104 4.430 -1.895
P -0.896 -1.974 -1.488
C 1.920 2.027 -1.150
C 2.916 3.017 -1.720
H 2.198 1.674 -0.141
H 0.940 2.516 -1.018
H 2.926 3.885 -1.059
H 3.920 2.606 -1.792
H 2.582 3.333 -2.709
C 1.761 0.545 -4.016
C 3.053 0.576 -4.853
H 1.220 1.497 -4.329
H 1.112 -0.284 -4.451
H 2.744 0.879 -5.865
H 3.768 1.297 -4.444
H 3.498 -0.428 -4.918
C 2.906 -0.673 -1.613
C 4.368 -0.262 -1.828
H 2.691 -1.621 -2.135
H 2.704 -0.829 -0.540
H 4.969 -1.145 -1.593
H 4.555 0.026 -2.866
H 4.660 0.560 -1.165
C 0.004 -3.272 -0.494
C 1.407 -3.678 -0.918
H -0.640 -4.168 -0.491
H -0.022 -2.879 0.527
H 1.647 -4.628 -0.424
H 1.477 -3.831 -2.000
H 2.160 -2.952 -0.612
C -0.927 -2.882 -3.115
C -1.867 -2.190 -4.117
H -1.202 -3.953 -2.948
H 0.119 -2.866 -3.490
H -1.600 -2.493 -5.139
H -2.915 -2.477 -3.931
H -1.789 -1.094 -4.063
C -2.600 -2.526 -0.877
C -2.730 -2.898 0.612
H -2.873 -3.406 -1.486
H -3.314 -1.721 -1.127
H -3.779 -3.155 0.822
H -2.117 -3.773 0.882
H -2.449 -2.056 1.264
C -1.047 -0.655 4.389
N -0.048 0.397 4.163
C 0.487 0.909 5.432
P 0.944 0.307 2.801
O 0.176 0.093 1.547
N 1.826 1.739 3.024
C 3.173 1.858 2.449
C 1.106 3.006 2.964
N 2.178 -0.829 3.023
C 2.945 -0.777 4.267
C 1.978 -2.196 2.584
H -1.933 -0.214 4.856
H -0.658 -1.436 5.056
H -1.346 -1.112 3.440
H 0.731 0.100 6.128
H 1.385 1.510 5.256
H -0.256 1.546 5.913
H 3.185 2.518 1.583
H 3.867 2.275 3.187
H 3.554 0.865 2.160
H 0.943 3.329 1.919
H 0.120 2.918 3.457
H 1.667 3.783 3.478
H 2.403 -1.261 5.103
H 3.870 -1.348 4.118
H 3.227 0.231 4.566
H 1.382 -2.777 3.289
H 1.493 -2.228 1.609
H 2.960 -2.680 2.494

***

Record 2
105
Properties=species:S:1:pos:R:3 method="wB97M-V/def2-TZVPD" orbital_gap_ha=0.400 smiles="C[N+](=O)[O-].C[N+](=O)[O-].C[N+](=O)[O-].CCCC#N.CCCC#N.CCCC#N.CCCC#N.CCCC#N.CCCC#N.CCCC#N" total_energy_ha=-2214.61840 fmax_ev_per_a=3.73
C -5.573 -13.288 -16.434
C -5.083 -13.392 -17.881
C -4.402 -14.724 -18.202
C -5.210 -15.875 -17.842
N -5.877 -16.803 -17.558
H -6.447 -13.920 -16.272
H -6.045 -12.328 -16.223
H -4.770 -13.546 -15.744
H -4.365 -12.601 -18.098
H -5.885 -13.218 -18.599
H -3.470 -14.805 -17.644
H -4.301 -14.731 -19.288
C -1.671 -15.759 -7.003
C -1.887 -14.200 -6.988
C -1.821 -13.384 -8.292
C -2.533 -14.045 -9.370
N -3.099 -14.608 -10.162
H -2.572 -16.289 -7.310
H -1.504 -16.114 -5.986
H -0.865 -16.156 -7.622
H -1.052 -13.967 -6.327
H -2.782 -14.072 -6.380
H -0.795 -13.384 -8.658
H -2.169 -12.352 -8.257
C -1.497 -13.128 -14.252
C -0.430 -14.146 -13.885
C 0.276 -13.814 -12.570
C 1.248 -12.716 -12.585
N 2.008 -11.821 -12.628
H -1.988 -13.576 -15.116
H -0.941 -12.218 -14.479
H -2.195 -12.990 -13.426
H 0.238 -14.221 -14.743
H -1.002 -15.073 -13.846
H 0.968 -14.623 -12.334
H -0.360 -13.637 -11.704
C -0.379 -18.225 -12.839
C -1.325 -17.885 -11.637
C -0.815 -17.683 -10.271
C 0.201 -16.650 -10.107
N 0.984 -15.816 -10.003
H 0.190 -19.155 -12.826
H 0.366 -17.464 -13.070
H -0.976 -18.247 -13.751
H -2.135 -18.614 -11.636
H -1.874 -16.960 -11.812
H -0.365 -18.606 -9.903
H -1.596 -17.380 -9.573
C -7.687 -16.641 -8.714
C -6.395 -17.157 -7.996
C -5.114 -16.798 -8.772
C -4.999 -17.433 -10.142
N -4.921 -17.913 -11.207
H -8.594 -16.594 -8.112
H -7.958 -17.285 -9.551
H -7.502 -15.694 -9.221
H -6.493 -18.223 -7.795
H -6.351 -16.721 -6.998
H -4.207 -16.969 -8.191
H -5.092 -15.728 -8.974
C -8.233 -10.153 -14.811
C -8.955 -11.470 -14.977
C -8.855 -12.404 -13.783
C -7.472 -12.782 -13.422
N -6.373 -13.071 -13.116
H -8.647 -9.609 -13.963
H -8.470 -9.537 -15.678
H -7.164 -10.351 -14.736
H -8.708 -12.004 -15.894
H -10.039 -11.387 -15.048
H -9.389 -13.349 -13.876
H -9.353 -11.863 -12.978
C -7.895 -18.147 -15.342
C -8.466 -17.039 -14.448
C -7.941 -17.057 -13.015
C -8.484 -15.926 -12.251
N -8.914 -14.998 -11.672
H -6.828 -18.290 -15.170
H -8.067 -17.970 -16.404
H -8.341 -19.107 -15.087
H -9.556 -17.055 -14.433
H -8.271 -16.060 -14.885
H -6.854 -17.028 -13.080
H -8.232 -17.904 -12.393
C -1.857 -20.582 -16.133
N -1.314 -19.709 -17.198
O -0.676 -18.714 -16.885
O -1.401 -20.035 -18.345
H -2.031 -21.622 -16.411
H -2.813 -20.142 -15.850
H -1.213 -20.593 -15.254
C -0.120 -15.375 -18.229
N 0.192 -13.929 -18.246
O 0.083 -13.243 -17.216
O 0.631 -13.429 -19.261
H 0.674 -15.825 -17.633
H -0.182 -15.687 -19.271
H -1.080 -15.532 -17.737
C -3.953 -15.730 -13.681
N -3.416 -16.592 -14.822
O -2.744 -16.023 -15.678
O -3.710 -17.758 -14.829
H -3.313 -15.422 -12.855
H -4.797 -16.321 -13.328
H -4.308 -14.829 -14.181